(1)
This record from the Open Molecules 2025 dataset describes a 2-piece molecular cluster, H4NO2P2 overall at a distorted geometry. The level of theory is ωB97M-V with the def2-TZVPD basis set.

CARTESIAN COORDINATES (ANGSTROEM)
N 1.429 -0.041 -0.587
O -1.577 1.367 0.093
O -3.909 1.318 -0.856
P -3.446 -1.128 0.701
P -2.921 0.705 0.005
H 1.122 0.183 -1.601
H 1.225 -1.064 -0.674
H 0.637 0.289 0.009
H -2.102 -1.159 1.233

Cartesian forces (eV/Å) of the 6 atoms listed first:
N -1.6 -1.0 -2.0
O -0.4 -0.8 0.7
O -2.1 1.1 -1.2
P 0.8 -0.3 0.7
P 2.3 0.3 -0.2
H 0.5 0.3 2.2

Spin multiplicity: 1
Energy, Ha: -890.44565
Net charge: -1
Orbital gap, eV: 7.961
Molar mass, g/mol: 111.985
Energy relative to the best compared isomer or geometry (same formula, charge and spin), kJ/mol: 90.1

(2)
This record from the Open Molecules 2025 dataset describes an isolated ion of composition C5H16NOSi and charge +1 at a distorted geometry. The level of theory is ωB97M-V with the def2-TZVPD basis set.

CARTESIAN COORDINATES (ANGSTROEM)
C -1.997 1.625 -0.477
O -1.239 0.529 -1.019
C 0.013 0.136 -0.511
N 0.348 -1.086 -1.297
Si 1.581 1.520 -0.974
C 0.008 -0.262 0.977
C 1.386 -0.906 1.286
C -1.089 -1.269 1.349
H -2.794 1.800 -1.285
H -1.372 2.478 -0.261
H -2.677 1.336 0.428
H 1.302 -0.943 -1.679
H -0.054 -2.023 -0.924
H -0.212 -0.903 -2.109
H 2.749 0.765 -1.439
H 1.989 2.198 0.168
H 1.184 2.474 -2.098
H -0.266 0.662 1.487
H 1.478 -1.182 2.387
H 1.447 -1.858 0.723
H 2.204 -0.280 1.061
H -0.745 -2.345 1.080
H -1.955 -1.162 0.699
H -1.289 -1.304 2.429

Cartesian forces (eV/Å) of the 6 atoms listed first:
C -2.7 -1.1 0.0
O 0.2 -0.6 -0.2
C 0.7 1.8 1.2
N -1.0 -0.5 -0.9
Si -1.8 -0.6 -1.6
C 0.2 -0.4 -0.1

Spin multiplicity: 1
Energy, Ha: -619.25961
Net charge: +1
Structure (SMILES): CO[C@@]([NH3+])([SiH3])C(C)C
Orbital gap, eV: 10.543
Molar mass, g/mol: 134.275
Energy relative to the best compared isomer or geometry (same formula, charge and spin), kJ/mol: 291.2

(3)
This record from the Open Molecules 2025 dataset describes O8PbS2 as an isolated structure at a distorted geometry. The level of theory is ωB97M-V with the def2-TZVPD basis set.

CARTESIAN COORDINATES (ANGSTROEM)
Pb 5.953 1.615 6.503
S 8.501 2.230 4.594
O 8.861 3.212 3.610
O 7.463 1.315 4.078
O 9.687 1.583 5.081
O 7.622 2.914 5.969
S 4.540 2.356 9.794
O 5.437 1.803 8.662
O 3.182 2.514 9.385
O 4.723 1.645 11.049
O 5.161 3.601 10.302

Cartesian forces (eV/Å) of the 6 atoms listed first:
Pb 0.4 0.4 0.0
S -1.9 0.1 1.0
O -0.5 1.5 0.0
O -0.2 -0.4 0.4
O 0.3 -0.7 1.3
O 1.5 -1.0 -1.9

Spin multiplicity: 1
Energy, Ha: -1591.20822
Net charge: -2
Orbital gap, eV: 5.473
Molar mass, g/mol: 399.326

(4)
This record from the Open Molecules 2025 dataset describes C11H23AuClINO2P as an isolated structure at a distorted geometry. The level of theory is ωB97M-V with the def2-TZVPD basis set.

CARTESIAN COORDINATES (ANGSTROEM)
C -3.509 -1.247 -1.042
I -3.645 -2.013 0.791
H -4.343 -0.627 -1.506
H -2.738 -0.383 -0.191
H -3.255 -2.154 -1.690
Au 1.596 -0.132 -1.770
P 2.299 -1.779 -3.258
C 1.515 -3.473 -3.116
C 1.703 -1.575 -4.947
H 4.646 -1.447 -2.694
H 4.826 -2.788 -3.709
H 3.936 -3.113 -2.105
C 4.076 -2.350 -2.940
H 1.583 -0.506 -5.071
H 2.375 -1.921 -5.771
H 1.945 -4.074 -3.948
H 0.455 -3.304 -3.323
H 0.739 -2.059 -5.090
H 1.811 -3.844 -2.129
C -0.032 -1.235 -1.708
O -1.187 -1.207 -1.879
Cl 2.126 2.157 -1.602
O -1.720 0.490 0.564
C -1.367 1.290 1.467
C -2.345 1.807 2.513
C -2.049 1.481 3.960
C -0.927 2.355 4.541
C 0.416 2.410 3.851
C 0.321 3.024 2.391
N -0.039 1.776 1.559
H -2.629 2.866 2.427
H -3.265 1.264 2.353
H -2.935 1.723 4.598
H -1.778 0.393 4.069
H -1.308 3.379 4.567
H -0.723 2.068 5.581
H 1.162 3.158 4.180
H 0.831 1.394 3.772
H -0.527 3.768 2.249
H 1.324 3.392 2.185
H 0.637 1.038 1.872

Cartesian forces (eV/Å) of the 6 atoms listed first:
C -1.0 0.4 -0.9
I -1.0 -1.0 1.9
H 1.0 -0.6 1.1
H -0.1 -0.4 -1.8
H 0.2 2.0 0.7
Au 0.8 2.4 -0.1

Spin multiplicity: 3
Energy, Ha: -1872.28583
Net charge: +2
Orbital gap (alpha / beta), eV: 7.545 / 5.167
<S²>: 2.0116
Molar mass, g/mol: 591.608
Energy relative to the best compared isomer or geometry (same formula, charge and spin), kJ/mol: 0.0

(5)
This record from the Open Molecules 2025 dataset describes an isolated molecule of C2H5Cl2NOS at a distorted geometry. The level of theory is ωB97M-V with the def2-TZVPD basis set.

CARTESIAN COORDINATES (ANGSTROEM)
N 1.957 -0.542 0.524
S 0.956 -0.349 -0.641
O 1.249 0.750 -1.489
Cl 0.789 -1.880 -2.031
C -0.634 -0.383 0.193
C -1.072 0.998 0.588
Cl -2.605 0.722 1.495
H 2.878 -0.648 0.120
H -0.469 -0.970 1.019
H -1.515 -0.678 -0.513
H -1.182 1.533 -0.424
H -0.352 1.447 1.157

Cartesian forces (eV/Å) of the 6 atoms listed first:
N -1.9 -1.0 -1.1
S 2.1 -0.4 2.1
O -0.8 1.3 -1.2
Cl -0.1 -0.3 0.4
C -2.0 0.9 -3.4
C -1.4 -0.5 -3.0

Spin multiplicity: 1
Energy, Ha: -1527.69557
Structure (SMILES): N=[S@@](=O)(Cl)CCCl
Orbital gap, eV: 10.227
Molar mass, g/mol: 162.041
Energy relative to the best compared isomer or geometry (same formula, charge and spin), kJ/mol: 42.2

(6)
This record from the Open Molecules 2025 dataset describes C26H33FeN6O4S as an isolated structure at a distorted geometry. The level of theory is ωB97M-V with the def2-TZVPD basis set.

CARTESIAN COORDINATES (ANGSTROEM)
Fe 0.512 -0.817 0.145
O 1.380 -2.772 -0.232
N 0.566 -3.761 -0.285
N -0.659 -3.516 -0.096
O -1.131 -2.324 0.164
C -1.605 -4.569 -0.249
C -1.407 -5.803 0.353
C -2.363 -6.793 0.197
C -3.491 -6.563 -0.575
C -3.665 -5.338 -1.197
C -2.733 -4.332 -1.024
H -0.524 -5.977 0.944
H -2.231 -7.755 0.665
H -4.233 -7.339 -0.694
H -4.522 -5.178 -1.831
H -2.854 -3.368 -1.492
N 3.270 -1.631 1.874
C 2.354 -1.374 2.846
C 2.751 -1.149 4.175
C 1.801 -0.797 5.103
C 0.470 -0.683 4.707
C 0.163 -0.926 3.384
N 1.076 -1.259 2.474
H 4.171 -1.970 2.171
H 2.912 -1.999 1.001
H 3.791 -1.245 4.444
H 2.085 -0.613 6.128
H -0.303 -0.420 5.409
H -0.849 -0.857 3.000
C 1.699 3.793 -3.213
C 0.534 4.425 -2.437
C 0.439 3.545 -1.190
O 0.824 2.256 -1.621
C 1.892 2.423 -2.538
H 2.604 4.391 -3.124
H 1.467 3.686 -4.269
H -0.389 4.347 -3.008
H 0.714 5.466 -2.182
H -0.566 3.471 -0.774
H 1.126 3.901 -0.410
H 1.855 1.586 -3.236
H 2.847 2.388 -1.999
C -1.798 -0.686 -3.617
S -0.722 0.579 -2.808
O 0.142 -0.281 -1.955
C -2.093 1.190 -1.777
C -2.854 2.243 -2.262
C -3.994 2.636 -1.581
C -4.364 1.987 -0.414
C -3.560 0.985 0.105
C -2.427 0.578 -0.581
H -2.275 -1.276 -2.842
H -1.160 -1.315 -4.229
H -2.545 -0.196 -4.229
H -2.571 2.742 -3.178
H -4.591 3.452 -1.963
H -5.277 2.269 0.085
H -3.815 0.510 1.039
H -1.822 -0.234 -0.183
C 4.543 3.131 1.388
N 3.223 2.568 1.478
C 2.238 2.949 2.340
C 1.180 2.121 2.099
N 1.502 1.242 1.111
C 2.733 1.540 0.760
H 4.603 4.015 2.020
H 4.769 3.403 0.356
H 5.289 2.411 1.727
H 2.367 3.749 3.040
H 0.220 2.114 2.570
H 3.280 1.024 -0.005

Cartesian forces (eV/Å) of the 6 atoms listed first:
Fe -0.3 -1.9 0.6
O -0.6 1.7 0.3
N 0.0 -0.6 -0.2
N 1.0 0.6 0.0
O 0.8 1.7 0.0
C -0.6 -0.7 -0.1

Spin multiplicity: 1
Energy, Ha: -3301.58228
Net charge: +1
Orbital gap (alpha / beta), eV: 8.332 / 8.240
Molar mass, g/mol: 581.500
Energy relative to the best compared isomer or geometry (same formula, charge and spin), kJ/mol: 291.3

(7)
This record from the Open Molecules 2025 dataset describes a 14-piece molecular cluster, H28O14 overall at a distorted geometry. The level of theory is ωB97M-V with the def2-TZVPD basis set.

CARTESIAN COORDINATES (ANGSTROEM)
O -0.179 -3.140 0.853
H -0.535 -3.452 -0.107
H -1.059 -3.204 1.365
O 0.380 -1.959 -1.870
H 1.371 -1.509 -1.791
H -0.133 -1.303 -2.215
O 2.212 1.743 1.750
H 1.722 2.370 2.251
H 2.913 1.362 2.192
O 0.078 -0.213 0.504
H 0.655 0.481 -0.140
H -0.524 -0.970 0.049
O -2.671 -2.308 -1.012
H -2.750 -3.197 -0.748
H -3.185 -2.263 -1.702
O -3.085 -0.405 0.769
H -3.996 -0.489 0.760
H -2.803 -1.102 0.121
O 2.326 -2.180 1.275
H 1.367 -2.596 0.905
H 2.582 -1.434 0.748
O -1.334 0.206 -2.486
H -1.893 0.106 -1.734
H -1.757 0.004 -3.319
O 3.144 2.590 -0.694
H 2.758 2.216 0.002
H 2.441 3.132 -1.283
O 0.565 2.188 -1.525
H 0.274 1.342 -1.687
H 0.272 2.906 -2.065
O 2.582 -0.089 -2.285
H 2.429 -0.278 -3.092
H 2.492 0.866 -2.294
O 0.315 -0.067 3.437
H 0.223 -0.574 2.723
H 1.227 0.259 3.402
O -1.314 3.143 0.531
H -0.708 2.591 -0.083
H -1.675 2.521 1.247
O -1.832 1.212 2.549
H -1.867 0.658 1.699
H -1.029 0.834 3.001

Cartesian forces (eV/Å) of the 6 atoms listed first:
O -4.4 -1.7 -2.5
H 1.9 1.3 3.0
H 2.3 0.3 -0.6
O 5.9 -1.9 1.7
H -3.8 -1.5 -0.2
H -2.2 3.0 -1.5

Spin multiplicity: 1
Energy, Ha: -1069.99215
Orbital gap, eV: 8.877
Molar mass, g/mol: 252.210
Energy relative to the best compared isomer or geometry (same formula, charge and spin), kJ/mol: 548.3